Version w
Density functional theory data (ωB97M-V/def2-TZVPD) for an isolated molecule of C8H12N2S.

Geometry as ORCA input:
```
! wB97M-V def2-TZVPD RIJCOSX def2/J DEFGRID3
* xyz 0 1
S 0.51 -0.08 3.27
C 1.58 -0.56 2.00
C 0.91 -1.17 -1.55
C 1.57 -1.32 -0.28
C -0.15 -0.36 -1.38
C 0.96 -0.58 0.65
N 2.91 -0.64 2.31
N -0.13 0.09 -0.03
C 0.33 2.91 1.12
C -1.11 1.03 0.47
C -0.79 2.48 0.13
H 1.10 -1.71 -2.46
H 2.38 -2.08 -0.06
H -0.81 -0.12 -2.15
H 3.05 -0.58 3.31
H 3.37 -1.47 1.96
H -0.13 3.18 2.12
H 0.86 3.81 0.76
H 1.07 2.13 1.01
H -2.01 0.70 0.08
H -1.23 0.88 1.52
H -0.43 2.53 -0.84
H -1.65 3.09 0.23
*
```

Summary:
E_HOMO (eV): -8.238
LUMO energy (eV): -0.0945
SMILES: CCCn1cccc1C(N)=S



Version x
Density functional theory data (ωB97M-V/def2-TZVPD) for a cluster of 2 separate species, C8H12N2S in total.

Geometry as ORCA input:
```
! wB97M-V def2-TZVPD RIJCOSX def2/J DEFGRID3
* xyz 0 1
C 3.57 0.50 -0.66
C 3.94 -0.55 0.05
C 1.81 0.54 0.82
C -0.42 -0.80 -0.96
C -1.52 -0.80 1.37
C -2.80 -0.57 -0.80
C -1.38 1.19 0.15
C -1.54 -0.29 -0.08
N 2.40 1.09 -0.23
N 0.31 -1.18 -1.77
S 2.72 -0.85 1.26
H 4.16 0.84 -1.61
H 4.81 -1.17 -0.12
H -2.55 -0.63 1.73
H -0.82 -0.44 1.96
H -1.33 -1.82 1.46
H -2.90 0.04 -1.60
H -3.03 -1.58 -1.10
H -3.60 -0.25 -0.15
H -1.30 1.87 -0.67
H -2.16 1.58 0.72
H -0.50 1.33 0.76
H 2.13 1.94 -0.53
*
```

Summary:
E_HOMO (eV): -8.824
LUMO energy (eV): 0.7806



Stability summary: most stable version w, least stable version x.



Version w
Density functional theory data (ωB97M-V/def2-TZVPD) for a cluster of 2 separate species, C4H11N2OS in total.

Geometry as ORCA input:
```
! wB97M-V def2-TZVPD RIJCOSX def2/J DEFGRID3
* xyz 1 1
C -0.43 -0.37 1.85
C -1.25 -0.26 -0.92
C 1.06 1.88 -1.35
C 0.16 -0.41 -0.50
N -0.93 -1.50 2.16
N 1.03 0.79 -0.24
O -0.27 0.79 2.07
S 0.96 -1.92 -1.04
H -1.66 -0.39 -1.89
H -1.61 0.63 -0.33
H -1.82 -1.03 -0.38
H 0.10 2.26 -1.60
H 1.71 2.59 -1.12
H 1.52 1.34 -2.20
H -1.27 -2.19 1.47
H -1.34 -1.53 3.13
H 2.03 0.44 0.10
H 0.52 1.25 0.55
H 1.50 -2.38 0.24
*
```

Summary:
E_HOMO (alpha / beta) (eV): -12.014 / -12.015
LUMO energy (alpha / beta) (eV): -3.9594 / -3.9584



Version x
Density functional theory data (ωB97M-V/def2-TZVPD) for a structure of composition C4H11N2OS.

Geometry as ORCA input:
```
! wB97M-V def2-TZVPD RIJCOSX def2/J DEFGRID3
* xyz 1 1
N -2.22 -0.62 -0.45
C -1.34 -0.85 0.48
C -0.11 -1.59 -0.08
S 1.34 -0.65 -0.73
C -0.91 0.80 1.02
N -0.59 1.43 -0.25
C 0.79 1.40 -0.50
O -0.01 0.75 1.87
H -3.19 -0.93 -0.36
H -1.71 -1.43 1.33
H -1.86 1.18 1.40
H 6.23 -0.60 -1.83
H -0.41 -1.96 -1.08
H 0.36 -2.17 0.70
H 5.49 -0.52 -1.77
H -1.09 0.96 -1.01
H 1.40 0.41 -0.10
H 1.30 2.20 0.04
H 0.95 1.36 -1.57
*
```

Summary:
E_HOMO (eV): -14.539
LUMO energy (eV): -6.5079



Stability summary: most stable version w, least stable version x.



Version w
Density functional theory data (ωB97M-V/def2-TZVPD) for an isolated molecule of C17H23N3O3.

Geometry as ORCA input:
```
! wB97M-V def2-TZVPD RIJCOSX def2/J DEFGRID3
* xyz 0 1
O 3.06 2.36 1.26
N -2.63 0.04 1.34
O -7.01 0.77 -0.21
O -2.87 1.88 0.11
C 3.31 1.24 0.86
C -3.47 0.79 0.67
C -6.96 -0.32 0.59
C -5.75 1.31 -0.25
C -5.69 -0.52 1.02
C -4.87 0.53 0.47
C -1.59 1.86 0.57
C -1.43 0.70 1.29
N 0.49 -1.11 1.47
N 3.06 0.09 1.51
C -0.61 2.93 0.26
C -0.13 0.16 1.96
C -0.83 -3.18 0.77
C 0.83 -3.30 2.53
C 3.75 0.99 -0.55
C 1.36 -1.07 0.25
C 3.74 -0.54 -0.57
C -0.17 -2.37 1.88
C 2.84 -0.97 0.61
H -7.77 -0.96 0.91
H -5.41 2.24 -0.75
H -5.31 -1.27 1.67
H 2.36 0.13 2.26
H 0.17 2.91 0.98
H -1.05 3.94 0.30
H -0.24 2.80 -0.77
H 0.58 0.96 1.82
H -0.29 0.03 3.04
H -0.06 -3.61 0.09
H -1.38 -3.97 1.22
H -1.54 -2.54 0.23
H 0.33 -4.23 2.88
H 1.33 -2.78 3.37
H 1.60 -3.65 1.88
H 4.70 1.44 -0.84
H 2.98 1.41 -1.20
H 1.11 -0.21 -0.32
H 1.19 -1.96 -0.39
H 3.35 -0.98 -1.49
H 4.76 -0.84 -0.37
H -0.96 -2.09 2.56
H 3.15 -1.97 1.00
*
```

Summary:
E_HOMO (eV): -8.140
LUMO energy (eV): 0.7460
SMILES: Cc1oc(-c2ccoc2)nc1CN(C[C@H]1CCC(=O)N1)C(C)C



Version x
Density functional theory data (ωB97M-V/def2-TZVPD) for an isolated molecule of C17H23N3O3.

Geometry as ORCA input:
```
! wB97M-V def2-TZVPD RIJCOSX def2/J DEFGRID3
* xyz 0 1
C 5.39 3.38 -0.29
O 4.63 2.21 -0.11
C 5.37 1.04 -0.36
C 4.47 -0.19 -0.15
C 3.93 -0.24 1.28
C 2.99 -1.43 1.46
N 1.89 -1.33 0.52
C 2.37 -1.36 -0.85
C 3.28 -0.17 -1.11
H 3.63 -0.20 -2.14
H 2.72 0.75 -0.95
H 1.52 -1.33 -1.53
H 2.92 -2.30 -1.04
C 0.86 -2.33 0.77
C -0.42 -1.91 0.16
N -1.42 -1.33 0.74
C -2.33 -1.15 -0.26
N -1.90 -1.62 -1.41
O -0.66 -2.12 -1.15
C -3.61 -0.51 -0.07
C -4.49 -0.36 -1.13
C -5.72 0.25 -0.95
C -6.08 0.72 0.31
C -5.19 0.57 1.38
C -3.97 -0.04 1.19
H -3.28 -0.16 2.01
H -5.48 0.94 2.35
O -7.25 1.34 0.61
C -8.19 1.55 -0.42
H -9.03 2.06 0.04
H -8.53 0.60 -0.85
H -7.78 2.17 -1.22
H -6.38 0.36 -1.79
H -4.21 -0.73 -2.11
H 1.14 -3.33 0.38
H 0.70 -2.40 1.85
H 2.59 -1.42 2.47
H 3.56 -2.37 1.31
H 3.38 0.68 1.47
H 4.75 -0.31 2.00
H 5.08 -1.08 -0.34
H 6.23 0.99 0.33
H 5.75 1.04 -1.39
H 5.76 3.46 -1.32
H 4.73 4.22 -0.08
H 6.25 3.41 0.39
*
```

Summary:
E_HOMO (eV): -8.323
LUMO energy (eV): 0.9182
SMILES: COCC1CCN(Cc2nc(-c3ccc(OC)cc3)no2)CC1



Version y
Density functional theory data (ωB97M-V/def2-TZVPD) for an isolated molecule of C17H23N3O3.

Geometry as ORCA input:
```
! wB97M-V def2-TZVPD RIJCOSX def2/J DEFGRID3
* xyz 0 1
O 1.97 -0.59 1.61
N 0.70 -1.31 -1.45
O 4.85 -2.95 -0.90
O 0.68 -2.81 0.23
C 1.73 0.58 1.48
C 1.38 -2.23 -0.86
C 4.79 -1.91 -1.80
C 3.60 -2.91 -0.34
C 3.54 -1.49 -1.98
C 2.77 -2.25 -1.08
C -0.50 -2.18 0.31
C -0.56 -1.28 -0.70
N -1.67 0.82 -0.32
N 0.46 0.93 1.54
C -1.52 -2.47 1.30
C -1.82 -0.50 -0.97
C -3.99 1.31 -0.93
C -3.22 1.08 1.53
C 2.62 1.57 0.77
C -0.31 1.56 -0.62
C 1.59 2.66 0.54
C -2.89 1.46 0.09
C 0.31 2.13 0.70
H 5.62 -1.54 -2.29
H 3.24 -3.58 0.47
H 3.22 -0.77 -2.60
H -0.26 0.22 1.26
H -1.80 -3.52 1.40
H -1.15 -2.20 2.31
H -2.33 -1.75 1.17
H -2.86 -1.03 -0.91
H -1.90 -0.25 -2.04
H -4.73 2.09 -0.73
H -3.63 1.45 -1.94
H -4.54 0.35 -0.77
H -2.27 1.22 2.15
H -4.24 1.49 1.96
H -3.44 0.07 1.41
H 3.42 1.96 1.41
H 2.94 1.03 -0.18
H -0.64 2.36 -1.26
H 0.47 0.99 -1.18
H 1.76 3.44 1.29
H 1.66 3.25 -0.43
H -2.72 2.54 0.17
H -0.30 2.96 1.17
*
```

Summary:
E_HOMO (eV): -7.903
LUMO energy (eV): 0.7971
SMILES: Cc1oc(-c2ccoc2)nc1CN(C[C@@H]1CCC(=O)N1)C(C)C



Stability summary: most stable version w, least stable version y.



Version w
Density functional theory data (ωB97M-V/def2-TZVPD) for a cluster of 13 separate species, C5H39N3O12 in total.

Geometry as ORCA input:
```
! wB97M-V def2-TZVPD RIJCOSX def2/J DEFGRID3
* xyz 0 1
C 0.87 2.26 -1.62
N 0.85 2.18 -0.13
C 0.30 0.94 0.33
C 0.39 0.96 1.88
C 1.73 0.86 2.58
N 2.34 -0.43 2.26
C -1.14 0.79 -0.13
N -1.54 0.15 -1.43
H 1.70 1.58 -1.81
H 1.24 3.25 -1.97
H -0.04 1.91 -2.13
H 0.30 3.02 0.28
H 0.90 0.09 -0.13
H -0.11 1.86 2.34
H -0.28 0.12 2.24
H 2.39 1.76 2.22
H 1.59 0.97 3.67
H 2.20 -0.68 1.28
H 3.27 -0.56 2.51
H -1.66 1.83 -0.23
H -1.80 0.36 0.61
H -2.47 -0.35 -1.40
H -0.79 -0.55 -1.72
H 3.67 0.80 -0.93
H 2.96 1.65 0.09
O 3.66 1.54 -0.48
H 1.69 -2.72 1.51
H 0.78 -3.05 0.39
O 1.02 -3.41 1.20
H 3.47 -1.24 -1.68
H 2.39 -2.00 -1.04
O 2.71 -1.06 -1.05
H -2.28 2.72 -2.70
H -1.06 3.50 -2.85
O -1.97 3.63 -2.93
H 1.45 -2.56 -4.43
H 0.95 -1.17 -4.15
O 1.02 -2.05 -3.68
H -3.65 -2.14 0.35
H -4.83 -1.49 -0.34
O -4.13 -2.17 -0.49
H 1.66 -4.13 -1.02
H 1.41 -3.16 -2.32
O 1.87 -3.38 -1.51
H -1.34 -2.27 -0.13
H -1.39 -3.45 -1.03
O -0.98 -3.01 -0.24
H -0.34 -3.40 1.95
H -1.63 -4.20 2.12
O -1.22 -3.41 2.41
H -2.96 3.88 0.02
H -1.48 4.31 0.79
O -2.25 4.30 0.18
H -2.23 -2.21 2.08
H -3.65 -2.40 2.20
O -2.96 -1.75 1.88
H 0.61 4.45 2.15
H -0.94 4.69 2.21
O -0.27 4.05 1.93
*
```

Summary:
E_HOMO (eV): -8.409
LUMO energy (eV): -0.1563



Version x
Density functional theory data (ωB97M-V/def2-TZVPD) for a cluster of 13 separate species, C5H39N3O12 in total.

Geometry as ORCA input:
```
! wB97M-V def2-TZVPD RIJCOSX def2/J DEFGRID3
* xyz 0 1
C -2.14 -0.22 -2.13
N -0.79 0.04 -1.65
C 0.22 -0.07 -2.71
C 1.48 0.79 -2.48
C 1.98 0.40 -1.06
N 2.09 -1.05 -0.80
C -3.21 0.24 -1.18
N -3.55 -0.94 -0.33
H -2.37 0.28 -3.09
H -2.15 -1.33 -2.18
H -0.77 0.97 -1.27
H 0.67 -1.07 -2.79
H -0.17 0.09 -3.72
H 2.45 0.63 -3.03
H 1.10 1.82 -2.42
H 1.38 0.92 -0.19
H 2.99 0.92 -0.71
H 1.06 -1.24 -0.64
H 2.31 -1.57 -1.66
H -2.90 1.01 -0.43
H -4.07 0.59 -1.76
H -4.02 -0.63 0.55
H -4.15 -1.53 -0.86
H -1.44 -2.77 0.32
H -0.41 -3.93 0.48
O -0.97 -3.49 -0.17
H -1.18 -0.70 0.33
H -0.45 -0.31 1.63
O -1.27 -0.78 1.33
H 1.32 3.57 -0.44
H 2.66 4.20 -0.32
O 2.27 3.33 -0.32
H -0.95 3.17 0.25
H -0.89 4.39 -0.77
O -0.37 3.67 -0.36
H -1.13 -3.98 -2.31
H -0.46 -2.66 -2.36
O -0.87 -3.39 -2.94
H 3.01 -2.15 1.55
H 1.83 -2.90 2.23
O 2.66 -2.45 2.40
H -1.14 1.81 1.92
H -1.40 3.26 2.29
O -1.63 2.55 1.64
H -3.31 1.33 2.03
H -2.65 -0.01 2.08
O -3.39 0.46 2.45
H -0.31 -2.15 2.04
H -0.53 -3.30 3.01
O 0.07 -3.02 2.30
H 3.69 1.49 1.87
H 2.74 2.36 0.98
O 2.83 1.86 1.85
H 3.86 -0.60 1.70
H 3.81 -0.53 0.25
O 4.30 -0.08 0.99
H 0.54 0.48 3.53
H 1.28 1.34 2.48
O 0.46 0.88 2.62
*
```

Summary:
E_HOMO (eV): -9.611
LUMO energy (eV): -0.0037



Stability summary: most stable version x, least stable version w.